[1]
The following is a DFT calculation (ωB97M-V/def2-TZVPD) of a molecular structure, C27H52Cl2N3O5RuSi at a distorted geometry.

Values from the calculation:
energy above the lowest of the compared OMol25 structures with the same formula, charge and spin = 109.5 kcal/mol
expectation value of S² = 8.77
Kohn-Sham gap (alpha / beta) = 5.26 / 6.11 eV
multiplicity = 6
LUMO level (alpha / beta) = -0.01367 / -0.01183 hartree

XYZ file:
```
91
Properties=species:S:1:pos:R:3:forces:R:3
C -3.5733 -8.1195 -2.7315 0.0878 0.0853 -0.0563
Ru 0.9672 2.6985 1.5125 1.5380 0.5236 2.8875
C -2.7818 -7.3955 -3.6311 -0.0789 0.1751 0.1651
H 1.7744 6.6268 1.7195 0.1252 -0.2132 -0.4116
H -5.4510 -1.2486 -2.7033 0.1991 -0.0950 0.2336
C -3.2065 -3.8566 -2.2165 0.3290 -0.1171 -0.1512
H 0.9051 4.9327 5.7519 0.1885 -0.4533 -1.1453
C 0.7121 -3.0635 -3.4753 -0.0414 0.0043 -0.0117
H 3.6530 -2.8375 1.4194 -0.0599 0.2116 -0.1075
H 2.5230 7.3032 4.1598 0.0193 -1.1471 -0.4560
C 3.6904 3.5006 3.1575 -4.8924 -2.3181 -0.5394
H 5.2140 6.0507 4.2000 0.0852 -0.1792 0.3414
H 0.3573 -1.1416 -0.7695 -0.0491 0.1621 0.0259
H -0.3690 -5.3860 -1.2697 0.0612 0.1709 0.0677
H -4.8495 -8.0251 -0.9734 0.1933 0.0661 -0.2474
H -0.8589 -4.2997 0.0423 0.1173 0.0122 -0.1343
H -4.5738 -5.5246 -0.7346 0.0918 -0.3915 -0.0756
H 3.3870 6.6526 2.4067 -0.4611 -0.8315 -0.3764
H -4.6133 -4.5286 -4.3769 -0.0642 0.1659 0.3202
H 1.7256 4.4206 -0.6185 -0.2364 0.0205 -0.1923
O 1.9071 0.4989 1.5431 0.1133 -2.9989 0.7532
H -2.2731 -7.8900 -4.4623 -0.2350 0.0354 0.2983
H 6.3955 3.0081 3.2184 0.2796 0.3533 -0.3691
C -4.4167 -3.1469 -2.8036 -0.1140 -0.2864 -0.4416
H -0.8061 -0.5778 -1.9816 0.0456 -0.0812 0.1157
H 2.2197 -3.4066 3.3137 -0.2717 0.3269 -0.2076
H -0.2680 4.9369 4.2974 -1.0080 -0.6401 1.1866
H -1.5536 4.3594 -1.8007 0.3023 -0.0526 0.0402
H 3.4158 -1.2468 0.6182 -0.0423 -0.0932 0.0382
N 4.7514 4.2300 3.3115 0.1989 0.3427 0.4892
Cl -0.4704 4.4398 0.8599 -1.3613 2.1004 0.4793
C 5.9065 3.7874 2.6068 0.7680 -0.1867 -0.5751
O 1.1180 4.3122 3.1177 0.1096 0.9939 4.1953
H -0.8165 1.7912 -2.2808 0.2102 0.0313 -0.0234
C 0.4689 4.4011 4.8873 -0.0655 -0.9952 -1.9916
H 0.4924 -0.4751 2.6186 0.1816 -0.0346 0.1866
H 0.9252 1.6467 -2.6917 -0.1427 -0.0134 0.0718
C 1.2957 3.4645 -0.9330 0.2327 -1.0181 0.6211
H -5.4492 -2.1578 -1.1909 -0.0292 -0.0432 0.0873
C 1.8093 6.4427 4.2371 -1.0474 2.9723 0.5826
C -6.2341 -3.0707 -4.5457 -0.1446 0.2617 -0.3207
H -7.1602 -3.4065 -4.0596 0.2043 0.0758 0.0105
O 3.2976 2.7683 2.1933 2.0353 1.5777 1.6815
C -5.0124 -3.6297 -3.9014 0.2663 0.0737 0.7141
H -0.2163 5.4068 -1.3127 -0.1843 -0.0286 -0.4198
H -3.6853 -9.1967 -2.8545 0.0274 0.2580 0.0224
C -0.2050 -4.3912 -0.8349 0.1039 -0.1024 0.0007
H 0.8649 -3.6831 2.1788 0.2258 0.3857 0.1567
C -2.6319 -6.0124 -3.4775 -0.1484 -0.1078 0.2964
H 0.8686 7.0479 4.0172 0.4567 -0.8921 -0.1560
C 2.9247 -2.1598 0.9559 -0.0187 0.0889 0.2771
C 4.7823 5.0888 4.4991 0.9541 -0.5203 -0.0551
H 3.7784 5.2644 4.8952 0.2895 -0.1814 -0.3872
C -4.0668 -6.0952 -1.5168 0.2623 -0.0046 -0.4285
H 0.5502 -3.9209 -4.1384 0.0627 0.1059 0.1115
H 0.6298 -2.1473 -4.0721 0.0627 -0.1603 0.0652
C 1.4279 -0.5400 2.0447 0.3080 1.3513 -0.4229
H -1.3732 -1.3218 -0.4803 0.0642 0.0069 -0.0327
H 1.7283 6.3773 5.3177 0.3099 -0.6883 0.0403
O 1.6788 2.4017 -0.3395 1.1744 1.0345 -3.8938
Si -0.5383 -3.0375 -2.0907 -0.4814 0.1543 0.3031
H -6.2384 -1.9720 -4.5761 -0.0593 -0.2900 0.0233
H 0.5620 3.3334 4.9747 -1.0477 -0.2815 0.0668
O -2.0270 -3.2980 -2.7832 -0.1465 -0.1328 -0.2884
C -0.5987 -1.3673 -1.2514 0.1876 -0.2569 -0.1236
N 0.3804 3.5057 -1.8975 -0.1073 -0.2188 -0.7273
H 5.3663 4.5801 5.2853 0.0779 0.5155 -0.1668
H -3.2241 -3.6464 -1.1362 0.0641 -0.1577 -0.0094
H 6.5419 4.6540 2.4425 0.3982 -0.2332 -0.1769
H -0.1583 2.6454 -3.7002 0.0225 -0.0714 0.0020
C -3.2663 -5.3736 -2.4108 -0.1357 0.3378 0.1370
Cl -0.7779 1.4357 1.1438 -3.0117 -2.3265 -0.1955
H 2.9382 3.6402 3.9825 1.1228 -0.5763 -0.4112
H -2.0458 -5.4159 -4.1813 -0.1267 -0.2461 0.2666
C -4.2239 -7.4706 -1.6745 0.1200 0.2072 -0.0826
C 1.3902 -2.9138 2.7759 -0.1400 0.4870 -0.4384
H 1.7279 -3.1247 -3.0649 -0.1237 0.0443 -0.1250
C 2.0149 5.2979 3.2656 0.2523 2.4689 0.7863
C 2.5620 5.9563 2.1052 1.1449 0.9329 -1.8923
H 2.9180 5.2861 1.3185 -0.1302 0.0727 -0.0892
H 0.6904 -2.4826 3.5000 0.1296 -0.2246 -0.1053
H -6.2635 -3.4446 -5.5660 -0.2056 0.1544 -0.1872
H 0.8385 -4.3351 -0.4953 -0.1917 -0.0580 0.0165
H 5.5851 3.3255 1.6445 0.2732 0.4769 0.7224
H -0.4859 5.0407 -3.0654 0.0245 -0.0590 0.0674
C -4.8458 -1.9043 -2.0638 0.0194 0.0361 -0.4070
C 0.0618 2.3113 -2.6848 -0.2244 0.2418 0.5433
H -3.9695 -1.3499 -1.7051 -0.1487 -0.0500 -0.1142
C -0.5245 4.6539 -2.0409 0.6776 0.0730 -0.3712
H 2.4830 -2.6749 0.0933 0.0121 0.0908 0.1208
N 1.8973 -1.8114 1.9333 0.1651 -0.2091 -0.0771
```
Positions in Å, forces in eV/Å.



[2]
The following is a DFT calculation (ωB97M-V/def2-TZVPD) of 2 unconnected molecules or ions with the total composition C3H8F2N2 at a distorted geometry.

Values from the calculation:
energy above the lowest of the compared OMol25 structures with the same formula, charge and spin = 110.2 kcal/mol
Kohn-Sham gap (alpha / beta) = 9.89 / 6.99 eV
LUMO level (alpha / beta) = 0.02766 / -0.00679 hartree

XYZ file:
```
15
Properties=species:S:1:pos:R:3:forces:R:3
H -1.7930 -0.9793 -1.5618 0.1639 0.1064 3.2149
F 1.8899 -1.6904 1.0109 0.7629 0.6959 -1.1976
F 2.2180 -1.1967 -1.1856 0.3112 -0.1481 0.5953
C 1.6813 -0.8434 -0.0244 -2.2846 1.3710 0.9217
H -2.8857 -1.4169 -0.1495 0.6257 0.2011 0.1735
C -1.9403 -0.8469 -0.3052 -0.6581 -0.7690 -3.1019
H 0.0037 1.5662 -0.2256 -0.7176 0.0013 0.3437
H 1.5597 2.5562 -0.0856 -1.0487 -1.4651 -0.7868
C 1.0574 1.5663 -0.4036 2.1539 0.4720 -1.4149
H 1.5782 0.5899 1.3730 0.3990 -0.2157 -2.0641
N 1.7831 0.5248 0.3259 -0.0510 -1.5365 2.2843
N -0.8708 -1.1092 0.5784 1.1683 -1.5625 0.9988
H -2.1247 0.2004 -0.1860 -0.5439 0.7714 -0.2649
H -0.8482 -2.1024 0.9784 -0.1598 1.4907 -1.2201
H 1.2158 1.3681 -1.5198 -0.1212 0.5871 1.5183
```
Positions in Å, forces in eV/Å.